{
  "formula": "C25H17AsAuN3O2S2",
  "method": "ωB97M-V with the def2-TZVPD basis set",
  "elements": ["Au", "O", "N", "C", "C", "C", "C", "C", "S", "H", "H", "H", "H", "C", "C", "C", "C", "C", "C", "As", "C", "C", "C", "C", "C", "C", "C", "C", "C", "C", "C", "C", "H", "H", "H", "H", "H", "H", "H", "H", "H", "H", "H", "H", "H", "S", "C", "N", "O", "C", "N"],
  "positions_angstrom": [[2.44525, 0.90629, 1.21614], [1.68311, 1.70223, -0.51241], [0.91288, 2.79124, -0.34093], [0.82922, 3.59794, -1.41699], [0.02406, 4.69821, -1.40558], [-0.70143, 4.96770, -0.23938], [-0.57800, 4.15178, 0.84875], [0.27880, 3.03114, 0.82387], [0.51606, 2.03711, 2.19170], [1.44733, 3.28720, -2.24381], [-0.01216, 5.33821, -2.27310], [-1.34326, 5.83759, -0.18771], [-1.09854, 4.35235, 1.77385], [-0.50489, -6.06091, -1.37101], [0.58467, -5.43757, -1.96403], [0.97965, -4.17869, -1.53636], [0.28219, -3.51827, -0.52775], [-0.80561, -4.14972, 0.06443], [-1.19434, -5.41644, -0.35525], [0.92968, -1.73291, -0.01325], [-0.05394, -0.74766, -1.38319], [0.31849, -0.55067, -2.70155], [-0.45789, 0.26047, -3.51943], [-1.59041, 0.88425, -3.00953], [-1.96265, 0.69250, -1.68663], [-1.19750, -0.13154, -0.86867], [-1.45808, -0.40794, 0.56109], [-2.51989, 0.09377, 1.30516], [-2.61553, -0.20826, 2.65513], [-1.65425, -0.99989, 3.27308], [-0.58926, -1.50164, 2.53684], [-0.50494, -1.21615, 1.18299], [-0.81118, -7.04688, -1.69726], [1.13290, -5.93533, -2.75432], [1.84426, -3.71001, -1.99474], [-1.36143, -3.65344, 0.84997], [-2.04371, -5.89809, 0.11369], [1.21943, -1.00731, -3.09383], [-0.17024, 0.42018, -4.55118], [-2.18348, 1.52928, -3.64589], [-2.84143, 1.19257, -1.29791], [-3.26399, 0.73104, 0.84302], [-3.43647, 0.19208, 3.23673], [-1.72399, -1.21051, 4.33257], [0.17815, -2.09133, 3.02465], [3.27139, 4.36094, 1.08420], [4.53720, 5.36661, 1.52564], [5.41429, 6.06927, 1.82638], [3.22239, -1.02738, 4.86422], [3.26455, -0.55020, 3.77768], [3.36253, -0.10325, 2.67991]],
  "multiplicity": 2,
  "e_lumo_ev": [2.32, 0.69],
  "s2": 0.76,
  "homo_lumo_gap_ev": [6.38, 4.74],
  "e_above_lowest_kcal_mol": 17.91,
  "total_charge": -1
}

{
  "formula": "C25H17Br4N4O2S2Ti",
  "method": "ωB97M-V with the def2-TZVPD basis set",
  "elements": ["Ti", "C", "C", "N", "C", "C", "S", "C", "C", "S", "C", "N", "C", "H", "H", "H", "H", "H", "H", "H", "H", "Br", "C", "C", "Br", "C", "Br", "C", "O", "C", "O", "C", "Br", "C", "C", "C", "C", "C", "C", "C", "C", "H", "H", "H", "H", "H", "N", "C", "C", "C", "N", "H", "H", "H", "H"],
  "positions_angstrom": [[0.50191, -0.22107, 0.76602], [-1.87929, -2.10237, -1.30488], [-0.51249, -2.59127, -1.00988], [0.30191, -2.04227, -0.13738], [1.48841, -2.71177, -0.04628], [1.61081, -3.78897, -0.88668], [0.16581, -3.98877, -1.83488], [2.44581, -2.20847, 0.90922], [3.55121, -2.84087, 1.40992], [4.36821, -1.82847, 2.56132], [3.13661, -0.59477, 2.29582], [2.22821, -0.95377, 1.41052], [3.19681, 0.72853, 2.96842], [-2.38449, -1.91397, -0.35838], [-1.84129, -1.17377, -1.88238], [-2.44029, -2.84177, -1.87058], [2.43681, -4.45167, -1.04398], [3.91541, -3.82077, 1.18352], [4.22761, 1.00493, 3.18512], [2.64651, 0.72243, 3.91602], [2.74911, 1.47813, 2.30732], [-1.41419, 1.20413, 7.18842], [-0.88299, 1.32813, 5.37532], [-0.57609, 2.56443, 4.82912], [-0.77589, 4.14243, 5.85452], [-0.10919, 2.62793, 3.51592], [0.36111, 4.29263, 2.72162], [0.04511, 1.49273, 2.73932], [0.56881, 1.50033, 1.54272], [-0.38079, 0.21953, 3.26052], [-0.34669, -0.79187, 2.46542], [-0.78499, 0.17863, 4.59522], [-1.21139, -1.52707, 5.32662], [1.12841, 0.41193, -1.08398], [0.80081, 0.40883, -2.26238], [0.29291, 0.36893, -3.58318], [0.55151, -0.72617, -4.41658], [-0.07089, -0.83247, -5.64308], [-0.96049, 0.14453, -6.06458], [-1.19279, 1.25423, -5.26438], [-0.57459, 1.36993, -4.03718], [1.22811, -1.49707, -4.07458], [0.13991, -1.68627, -6.27208], [-1.47299, 0.04513, -7.01108], [-1.86269, 2.03383, -5.60048], [-0.76809, 2.22903, -3.40548], [-1.22069, 1.90713, -0.37678], [-2.29549, 2.63173, -0.71148], [-3.39909, 1.84583, -0.46828], [-2.87779, 0.64993, 0.03192], [-1.55189, 0.69853, 0.07882], [-0.22889, 2.14443, -0.43228], [-2.21229, 3.63133, -1.08398], [-4.42929, 2.09023, -0.61848], [-3.42989, -0.21487, 0.34672]],
  "multiplicity": 3,
  "e_lumo_ev": [2.33, 2.32],
  "s2": 2.03,
  "homo_lumo_gap_ev": [4.00, 7.07],
  "total_charge": -1
}

{
  "formula": "C25H17F5InN5O4S2",
  "method": "ωB97M-V with the def2-TZVPD basis set",
  "elements": ["In", "N", "C", "S", "N", "N", "C", "C", "C", "C", "C", "C", "C", "C", "C", "C", "C", "C", "N", "H", "H", "H", "H", "H", "H", "H", "H", "H", "H", "H", "N", "C", "C", "C", "C", "C", "C", "S", "O", "O", "O", "H", "H", "H", "H", "H", "H", "F", "C", "C", "F", "C", "F", "C", "O", "C", "F", "C", "F"],
  "positions_angstrom": [[-0.59063, 0.22085, -0.81379], [1.83190, 3.45549, 0.41781], [1.48496, 2.31241, -0.05074], [0.26537, 2.36427, -1.39391], [2.09811, 1.14737, 0.33451], [1.50228, 0.05402, -0.09026], [2.08519, -1.10500, -0.15077], [3.48538, -1.34549, 0.26253], [4.37607, -1.95573, -0.62073], [5.69581, -2.16909, -0.25550], [6.13880, -1.77755, 1.00026], [5.25957, -1.16549, 1.88224], [3.94160, -0.94260, 1.51519], [1.28260, -2.17042, -0.77811], [1.64498, -3.51387, -0.65396], [0.90691, -4.48860, -1.29204], [-0.18179, -4.11459, -2.07297], [-0.50194, -2.77801, -2.13748], [0.19139, -1.82472, -1.50177], [1.19050, 4.94604, -0.07859], [2.56808, 3.32340, 1.11073], [4.03694, -2.25310, -1.60630], [6.37956, -2.63393, -0.95405], [7.16937, -1.94189, 1.28734], [5.60292, -0.85092, 2.85931], [3.26348, -0.44491, 2.19420], [2.50314, -3.76800, -0.05045], [1.17748, -5.53109, -1.18732], [-0.77660, -4.83741, -2.61199], [-1.33638, -2.44200, -2.74048], [-3.02855, 1.42064, -0.56639], [-2.67387, 2.69566, -0.05978], [-1.99361, 2.76827, 1.14861], [-1.32384, 3.93479, 1.47654], [-1.36756, 5.01473, 0.60272], [-2.15982, 4.98350, -0.53009], [-2.82603, 3.82028, -0.85848], [-0.21495, 6.33464, 0.80043], [0.87891, 5.91063, -0.22918], [0.30024, 6.26090, 2.13459], [-0.78674, 7.54615, 0.30492], [-3.40306, 0.80102, 0.14229], [-3.67134, 1.46853, -1.34582], [-1.91092, 1.88851, 1.77881], [-0.71582, 3.99806, 2.36953], [-2.20189, 5.85187, -1.17466], [-3.38901, 3.75854, -1.78265], [-5.45267, -4.58315, -0.01041], [-4.51236, -3.65434, 0.15144], [-3.85224, -3.52520, 1.36527], [-4.16834, -4.33720, 2.36876], [-2.87204, -2.56855, 1.53806], [-2.25030, -2.48488, 2.71228], [-2.49932, -1.69386, 0.50784], [-1.54537, -0.80461, 0.69423], [-3.20070, -1.84659, -0.68660], [-2.88376, -1.02729, -1.73129], [-4.18026, -2.80306, -0.88136], [-4.78981, -2.89747, -2.06252]],
  "e_lumo_ev": -1.12,
  "homo_lumo_gap_ev": 6.87,
  "e_above_lowest_kcal_mol": 21.51
}

{
  "formula": "C25H18AuN4O5S2",
  "method": "ωB97M-V with the def2-TZVPD basis set",
  "elements": ["Au", "S", "C", "C", "C", "C", "C", "N", "H", "H", "H", "H", "O", "C", "O", "C", "C", "C", "C", "C", "C", "N", "C", "C", "C", "C", "C", "C", "N", "H", "H", "H", "H", "H", "H", "H", "H", "H", "H", "O", "S", "O", "N", "C", "O", "C", "C", "C", "C", "C", "C", "H", "H", "H", "H"],
  "positions_angstrom": [[0.10911, -0.26879, -0.12283], [-2.08166, -0.62535, -0.92619], [-2.65922, 0.97369, -0.44988], [-3.97571, 1.37023, -0.69247], [-4.37192, 2.62649, -0.28665], [-3.46274, 3.45920, 0.35847], [-2.18608, 2.98010, 0.56376], [-1.78103, 1.76912, 0.16796], [-4.66295, 0.69770, -1.18657], [-5.38717, 2.95658, -0.46372], [-3.74248, 4.44680, 0.69553], [-1.44406, 3.58686, 1.07168], [-4.37089, -0.13729, 6.79117], [-4.50922, -0.15141, 5.44809], [-5.58974, -0.09375, 4.94246], [-3.24430, -0.23314, 4.64150], [-3.31529, -0.83899, 3.39272], [-2.19554, -0.90315, 2.58351], [-1.00035, -0.35614, 3.02952], [-0.92338, 0.28199, 4.26216], [-2.04845, 0.33303, 5.06959], [0.13311, -0.42205, 2.16427], [1.30426, -0.52747, 2.64307], [2.48319, -0.46428, 1.76145], [3.76435, -0.55266, 2.26989], [4.83627, -0.47158, 1.38842], [4.58221, -0.31430, 0.03924], [3.26463, -0.23724, -0.39390], [2.24293, -0.30381, 0.45224], [-3.45836, -0.32715, 7.04023], [-4.25948, -1.24597, 3.05752], [-2.24543, -1.36912, 1.60884], [-0.01830, 0.78303, 4.57931], [-1.99245, 0.86550, 6.01136], [1.47610, -0.66172, 3.70963], [3.91892, -0.68512, 3.33210], [5.85204, -0.53534, 1.75379], [5.38410, -0.25561, -0.68251], [3.01163, -0.12963, -1.44056], [2.11516, 2.85172, -4.88573], [0.91188, 1.89688, -5.50653], [0.00364, 3.12418, -4.87338], [0.77043, 0.70678, -4.53463], [0.81829, 1.01059, -3.18138], [0.73065, 0.09454, -2.37146], [0.99549, 2.44763, -2.79664], [1.04568, 2.91251, -1.52426], [1.21822, 4.29136, -1.27382], [1.34298, 5.21489, -2.33913], [1.30396, 4.80861, -3.63162], [1.11878, 3.39233, -3.94793], [0.93682, 2.23339, -0.69040], [1.25376, 4.64614, -0.25356], [1.47612, 6.26379, -2.11078], [1.40191, 5.48824, -4.46666]],
  "multiplicity": 3,
  "e_lumo_ev": [-4.17, -4.84],
  "s2": 2.05,
  "homo_lumo_gap_ev": [6.49, 5.74],
  "e_above_lowest_kcal_mol": 9.04,
  "total_charge": 1
}

What did the first record say?
{
  "formula": "C25H17AsAuN3O2S2",
  "method": "ωB97M-V with the def2-TZVPD basis set",
  "elements": ["Au", "O", "N", "C", "C", "C", "C", "C", "S", "H", "H", "H", "H", "C", "C", "C", "C", "C", "C", "As", "C", "C", "C", "C", "C", "C", "C", "C", "C", "C", "C", "C", "H", "H", "H", "H", "H", "H", "H", "H", "H", "H", "H", "H", "H", "S", "C", "N", "O", "C", "N"],
  "positions_angstrom": [[2.44525, 0.90629, 1.21614], [1.68311, 1.70223, -0.51241], [0.91288, 2.79124, -0.34093], [0.82922, 3.59794, -1.41699], [0.02406, 4.69821, -1.40558], [-0.70143, 4.96770, -0.23938], [-0.57800, 4.15178, 0.84875], [0.27880, 3.03114, 0.82387], [0.51606, 2.03711, 2.19170], [1.44733, 3.28720, -2.24381], [-0.01216, 5.33821, -2.27310], [-1.34326, 5.83759, -0.18771], [-1.09854, 4.35235, 1.77385], [-0.50489, -6.06091, -1.37101], [0.58467, -5.43757, -1.96403], [0.97965, -4.17869, -1.53636], [0.28219, -3.51827, -0.52775], [-0.80561, -4.14972, 0.06443], [-1.19434, -5.41644, -0.35525], [0.92968, -1.73291, -0.01325], [-0.05394, -0.74766, -1.38319], [0.31849, -0.55067, -2.70155], [-0.45789, 0.26047, -3.51943], [-1.59041, 0.88425, -3.00953], [-1.96265, 0.69250, -1.68663], [-1.19750, -0.13154, -0.86867], [-1.45808, -0.40794, 0.56109], [-2.51989, 0.09377, 1.30516], [-2.61553, -0.20826, 2.65513], [-1.65425, -0.99989, 3.27308], [-0.58926, -1.50164, 2.53684], [-0.50494, -1.21615, 1.18299], [-0.81118, -7.04688, -1.69726], [1.13290, -5.93533, -2.75432], [1.84426, -3.71001, -1.99474], [-1.36143, -3.65344, 0.84997], [-2.04371, -5.89809, 0.11369], [1.21943, -1.00731, -3.09383], [-0.17024, 0.42018, -4.55118], [-2.18348, 1.52928, -3.64589], [-2.84143, 1.19257, -1.29791], [-3.26399, 0.73104, 0.84302], [-3.43647, 0.19208, 3.23673], [-1.72399, -1.21051, 4.33257], [0.17815, -2.09133, 3.02465], [3.27139, 4.36094, 1.08420], [4.53720, 5.36661, 1.52564], [5.41429, 6.06927, 1.82638], [3.22239, -1.02738, 4.86422], [3.26455, -0.55020, 3.77768], [3.36253, -0.10325, 2.67991]],
  "multiplicity": 2,
  "e_lumo_ev": [2.32, 0.69],
  "s2": 0.76,
  "homo_lumo_gap_ev": [6.38, 4.74],
  "e_above_lowest_kcal_mol": 17.91,
  "total_charge": -1
}